Record 1
Here is a cluster of 2 separate species, C3H11N4O in total from OMol25. Energies are from ωB97M-V/def2-TZVPD.

Last column: Löwdin charge in e.
Cartesian coordinates (Å):
C -0.85 -1.59 -1.55  -0.18
C -0.80 -0.46 -0.85  -0.10
N -0.35 0.79 -1.48  0.17
N -1.24 -2.83 -1.09  0.08
H -0.58 -1.58 -2.60  0.13
H -0.94 -0.33 0.21  0.11
H 0.05 1.46 -0.76  0.10
H 0.37 0.61 -2.17  0.16
H -1.09 1.34 -1.93  0.17
H -1.89 -2.79 -0.32  0.11
H -1.62 -3.41 -1.83  0.10
N 0.23 0.99 2.59  0.17
C 0.88 1.40 1.45  -0.66
N 2.04 0.75 1.18  0.18
O 0.37 2.26 0.73  0.00
H -0.40 1.70 2.95  0.12
H 0.79 0.52 3.28  0.10
H 2.45 0.08 1.81  0.12
H 2.59 1.08 0.40  0.12

**Gap between HOMO and LUMO**: 10.1 eV
**Total charge**: +1
**LUMO level**: -2.87 eV
**DFT total energy**: -11291.9188 eV
**Highest occupied orbital energy**: -12.954 eV
**Relative energy (zero: lowest compared OMol25 entry of this formula, charge and spin)**: 25.0 kcal/mol

Record 2
Here is a cluster of 2 separate species, C3H11N5 in total from OMol25. Energies are from ωB97M-V/def2-TZVPD.

Last column: Löwdin charge in e.
Cartesian coordinates (Å):
N -0.76 2.68 -0.59  0.11
C -0.17 1.77 -1.48  -0.65
N 0.44 2.35 -2.54  0.12
N -0.26 0.49 -1.41  0.06
H -1.02 2.24 0.28  0.08
H -0.16 3.49 -0.41  0.09
H 0.67 3.33 -2.53  0.09
H 1.06 1.74 -3.06  0.11
H -0.02 0.29 -0.42  0.01
C -0.49 -2.28 0.97  -0.25
C 0.57 -1.74 1.64  -0.20
N 1.97 -1.74 1.22  0.01
N -1.83 -2.01 1.36  -0.03
H -0.37 -2.82 0.02  0.11
H 0.36 -1.14 2.54  0.10
H 2.51 -1.41 2.00  0.05
H 2.14 -1.09 0.46  0.06
H -2.34 -2.88 1.19  0.06
H -2.30 -1.28 0.74  0.09

**Gap between HOMO and LUMO**: 9.0 eV
**Total charge**: 0
**LUMO level**: 0.61 eV
**DFT total energy**: -10738.6843 eV
**Highest occupied orbital energy**: -8.380 eV
**Relative energy (zero: lowest compared OMol25 entry of this formula, charge and spin)**: 29.0 kcal/mol
**SMILES**: N/C=C/N.N=C(N)N

Record 3
Here is the ion C3H11N5 with charge +2 from OMol25. Energies are from ωB97M-V/def2-TZVPD.

Last column: Löwdin charge in e.
Cartesian coordinates (Å):
C 0.32 0.34 -0.24  -0.22
C 1.30 1.37 -0.62  0.04
C 2.03 -1.47 -0.06  0.09
N -0.95 0.83 -0.13  0.20
N 0.65 -0.91 -0.08  -0.07
N -2.92 1.48 0.58  0.27
N -0.26 -1.90 0.00  0.15
N -1.94 0.61 0.57  0.04
H 1.53 2.07 0.13  0.10
H 0.77 1.93 -1.33  0.09
H 2.35 1.23 -0.94  0.13
H 2.68 -1.11 0.85  0.19
H 1.89 -2.47 0.00  0.06
H 2.54 -1.20 -0.94  0.10
H -2.87 2.23 -0.02  0.13
H -3.57 1.61 1.31  0.16
H -1.33 -1.77 0.06  0.17
H -0.11 -2.77 -0.43  0.12
H -2.11 -0.11 1.28  0.22

**Gap between HOMO and LUMO (spin up / spin down)**: 7.5 / 7.5 eV
**Total charge**: +2
**LUMO level (spin up / spin down)**: -10.91 / -10.91 eV
**DFT total energy**: -10717.1611 eV
**Highest occupied orbital energy (spin up / spin down)**: -18.408 / -18.400 eV
**Relative energy (zero: lowest compared OMol25 entry of this formula, charge and spin)**: 89.7 kcal/mol

Record 4
Here is the ion C3H11N6 with charge +1 from OMol25. Energies are from ωB97M-V/def2-TZVPD.

Last column: Löwdin charge in e.
Cartesian coordinates (Å):
C -0.87 -0.40 -0.55  -0.36
C 0.31 -0.74 0.46  -0.01
C 1.47 -0.06 -0.19  -0.33
N -1.86 0.37 -0.44  0.06
N -1.49 1.47 1.72  0.04
N -0.59 -0.98 -1.82  0.04
N 1.87 1.09 0.44  0.20
N 2.21 -0.64 -1.09  0.23
N -2.31 0.93 0.65  -0.12
H 0.01 -0.22 1.36  0.09
H 0.40 -1.76 0.66  0.10
H -1.48 2.45 1.64  0.06
H -0.62 -2.04 -1.81  0.12
H -1.12 -0.65 -2.67  0.12
H -1.80 1.35 2.68  0.09
H 2.65 1.66 0.06  0.15
H 1.91 -1.59 -1.37  0.15
H 2.88 -0.33 -1.75  0.14
H 1.24 1.63 1.01  0.11
H -3.21 1.31 0.53  0.12

**Gap between HOMO and LUMO**: 8.2 eV
**Total charge**: +1
**LUMO level**: -3.30 eV
**DFT total energy**: -12221.7836 eV
**Highest occupied orbital energy**: -11.515 eV
**Relative energy (zero: lowest compared OMol25 entry of this formula, charge and spin)**: 23.3 kcal/mol
**SMILES**: NN/N=C(/N)CC(N)=[NH2+]

Record 5
Here is a cluster of 2 separate species, C3H11NO in total from OMol25. Energies are from ωB97M-V/def2-TZVPD.

Last column: Löwdin charge in e.
Cartesian coordinates (Å):
C 0.90 -1.49 -0.99  -0.10
C 1.22 0.03 -0.52  -0.25
N -0.12 0.64 -0.41  -0.19
C -0.14 1.88 0.32  -0.17
H 1.60 -2.26 -0.73  0.04
H 0.61 -1.59 -2.15  0.11
H 0.01 -1.79 -0.33  0.06
H 2.03 0.54 -1.27  0.14
H 1.66 0.11 0.46  0.09
H -0.71 0.74 -1.22  0.12
H -0.99 2.41 -0.06  0.06
H -0.54 1.77 1.37  0.09
H 0.68 2.65 0.27  0.09
H -1.21 -0.50 0.64  -0.02
H -0.95 -0.89 2.13  0.09
O -1.65 -1.02 1.37  -0.15

**Gap between HOMO and LUMO**: 10.2 eV
**Total charge**: 0
**LUMO level**: 0.94 eV
**DFT total energy**: -6825.5381 eV
**Highest occupied orbital energy**: -9.300 eV
**Relative energy (zero: lowest compared OMol25 entry of this formula, charge and spin)**: 39.4 kcal/mol
**SMILES**: CCNC.O

Record 6
Here is a cluster of 2 separate species, C3H11NO in total from OMol25. Energies are from ωB97M-V/def2-TZVPD.

Last column: Löwdin charge in e.
Cartesian coordinates (Å):
C 1.74 1.10 -0.27  -0.20
C 1.74 0.18 0.90  -0.21
H 1.43 2.10 0.05  0.07
H 1.12 0.75 -1.09  0.03
H 2.78 1.26 -0.67  0.08
H 0.71 0.14 1.43  0.07
H 1.97 -0.90 0.67  0.08
H 2.30 0.59 1.80  0.08
N -0.76 -0.98 -0.73  -0.02
C -1.94 -0.44 -0.36  -0.41
O -2.72 -1.25 0.59  -0.09
H -0.98 -1.81 -1.31  0.10
H -0.04 -0.36 -1.12  0.05
H -1.66 0.50 0.25  0.13
H -2.57 -0.19 -1.44  0.16
H -3.11 -0.70 1.30  0.08

**Gap between HOMO and LUMO**: 10.1 eV
**Total charge**: 0
**LUMO level**: 0.95 eV
**DFT total energy**: -6825.2331 eV
**Highest occupied orbital energy**: -9.108 eV
**Relative energy (zero: lowest compared OMol25 entry of this formula, charge and spin)**: 46.4 kcal/mol
**SMILES**: NCO.CC